# 1
Computed, not measured: a structure of composition C28H23ClMnN5O7 at a distorted geometry, with ωB97M-V/def2-TZVPD.

XYZ file:
```
65
Properties=species:S:1:pos:R:3
Mn 0.874 0.035 0.440
Cl 0.582 -2.248 -6.160
O 1.832 0.370 -1.104
O -1.558 2.660 1.272
O -1.219 -1.619 3.439
O -0.446 3.523 -4.697
O -0.547 1.465 -0.323
O -0.290 -0.425 1.828
O -2.095 4.776 -5.356
N -1.144 -1.187 -0.728
N -1.531 4.079 -4.502
N 1.773 1.872 1.330
N 2.218 -0.844 2.438
N 1.661 -2.024 0.078
C -2.109 3.067 -0.997
C 1.815 -4.956 2.339
C -1.351 2.340 0.103
C 2.369 -0.224 3.591
C -3.397 4.515 -3.003
C 1.321 2.706 1.977
C 1.027 -1.485 -4.662
C 0.742 3.736 2.780
C -3.344 3.664 -0.756
C -2.154 3.920 -3.242
C 1.526 -1.666 -2.308
C 1.885 -4.335 3.567
C -3.989 4.369 -1.765
C 1.462 0.507 -3.418
C -2.393 -1.486 1.359
C 1.766 -4.225 1.162
C 1.143 -0.100 -4.614
C 1.244 -2.264 -3.547
C -1.521 3.181 -2.243
C 2.269 -0.863 4.828
C 2.011 -2.173 2.436
C 2.065 -2.220 4.853
C -1.947 -2.121 0.045
C 1.707 -2.478 -1.154
C -1.206 -1.167 2.304
C 1.816 -2.828 1.174
C 1.613 -0.231 -2.229
C 1.987 -2.933 3.639
H 1.090 3.655 3.807
H -3.060 -2.160 1.896
H 1.895 -3.536 -1.341
H -4.957 4.816 -1.576
H -1.343 -3.009 0.255
H -0.340 3.592 2.729
H 1.854 -4.913 4.479
H -2.841 -2.447 -0.519
H 1.764 -6.035 2.283
H -3.870 5.080 -3.793
H 1.003 4.711 2.372
H 1.644 -4.760 0.231
H -1.672 -0.336 -0.914
H -2.921 -0.553 1.152
H 1.147 -3.338 -3.612
H 2.337 -0.291 5.743
H -3.782 3.562 0.225
H 2.573 0.836 3.537
H 1.956 -2.750 5.789
H -0.868 -1.588 -1.618
H 0.956 0.494 -5.494
H -0.572 2.705 -2.435
H 1.541 1.582 -3.366
```

Results
E_tot, eV: -95037.686
E_HOMO (spin up / spin down), eV: -3.5 / -5.0
Relative energy (zero: lowest compared OMol25 entry of this formula, charge and spin), eV: 1.419
Spin multiplicity: 6
<S²>: 8.760
Lowest unoccupied orbital energy (spin up / spin down), hartree: 0.0595 / 0.0595
Net charge: -1
Kohn-Sham gap (spin up / spin down), Ha: 0.1897 / 0.2423

Results of the natural (NBO) charge analysis, in e, for atoms 1 through 6:
1 Mn 1.3973
2 Cl -0.0453
3 O -0.7915
4 O -0.7292
5 O -0.7045
6 O -0.3840

# 2
Computed, not measured: the ion C6H6N with charge +1 at a distorted geometry, with ωB97M-V/def2-TZVPD.

XYZ file:
```
13
Properties=species:S:1:pos:R:3
N 1.025 -0.556 1.315
C -0.022 -0.614 0.421
C -0.675 0.276 -1.342
C 1.653 -0.444 2.309
C -1.366 0.294 -2.405
C -0.793 0.615 0.152
C 0.540 -0.609 -1.043
H -1.735 0.547 -3.360
H 2.018 -0.188 3.262
H -1.617 0.859 0.802
H 1.499 0.037 -1.049
H -0.459 -1.694 0.697
H -0.070 1.477 0.240
```

Results
E_tot, eV: -7792.717
E_HOMO, eV: -11.4
Relative energy (zero: lowest compared OMol25 entry of this formula, charge and spin), eV: 7.026
Lowest unoccupied orbital energy, hartree: -0.2111
Net charge: +1
Kohn-Sham gap, Ha: 0.2096

Results of the natural (NBO) charge analysis, in e, for atoms 1 through 6:
1 N -0.1462
2 C -0.1699
3 C -0.1773
4 C 0.4093
5 C 0.2448
6 C -0.3512

# 3
Computed, not measured: a cluster of 11 separate species, C24H43N7O24S4 in total at a distorted geometry, with ωB97M-V/def2-TZVPD.

XYZ file:
```
102
Properties=species:S:1:pos:R:3
S 1.308 -5.248 0.679
S -2.099 2.120 5.104
S 1.589 4.782 -2.525
S 4.769 1.091 -2.975
O 5.659 1.851 -3.858
O -0.120 -6.097 0.451
O 3.293 1.035 -3.730
O 4.714 -0.877 3.724
O 0.831 -3.287 6.134
O 1.887 -5.606 -0.897
O 3.558 -1.888 2.138
O -1.743 3.485 4.733
O 4.967 -0.530 -3.232
O 2.143 -2.176 4.915
O 2.287 6.066 -1.666
O -1.518 2.610 -2.631
O 0.962 5.284 -3.771
O -5.125 -3.543 1.771
O -3.410 3.205 -1.682
O -1.291 1.491 6.147
O 3.113 4.128 -2.785
O 2.160 -5.814 1.669
O 0.888 3.950 -1.603
O 1.041 -3.794 0.711
O -3.799 -1.829 1.394
O -3.665 1.790 5.496
O -2.203 1.121 3.730
O 4.670 1.410 -1.607
N -4.061 -3.088 1.286
N 3.928 -0.920 2.801
N 1.429 -3.072 5.133
N -1.937 -1.042 -1.989
N -1.318 6.505 1.362
N -2.778 2.497 -2.459
N 0.899 -0.975 0.426
C -1.648 5.188 -0.467
C -3.336 -2.658 -2.535
C -2.337 -2.700 -3.438
C 3.639 5.825 -1.331
C -1.954 5.321 1.750
C -3.090 -3.967 0.552
C 4.234 4.952 -2.426
C 1.089 -6.573 -1.567
C 3.849 -1.156 -3.821
C -1.981 4.436 0.637
C -1.118 6.373 0.009
C -0.884 0.168 0.711
C -4.144 0.538 5.068
C -0.322 -6.237 -0.943
C -3.177 -1.547 -1.684
C -3.554 1.474 -3.251
C -0.138 0.850 -0.301
C -1.434 -1.678 -3.117
C 1.217 -3.977 3.966
C -3.358 0.345 3.723
C 3.178 -0.025 -4.557
C 0.974 0.108 -0.413
C 3.437 0.408 2.272
C -0.170 -0.935 1.255
H 2.347 0.405 2.278
H -1.427 -0.328 -1.489
H 3.725 5.264 -0.401
H 3.220 -1.452 -2.981
H -1.524 4.782 -1.460
H 4.213 -1.948 -4.476
H 4.801 5.530 -3.155
H 1.498 -7.517 -1.208
H 0.570 -4.792 4.292
H 1.767 0.220 -1.138
H -5.227 0.489 4.958
H 3.662 1.219 2.965
H -3.975 0.657 2.880
H -0.478 1.764 -0.766
H -0.490 -1.402 -3.562
H -0.638 7.194 -0.504
H 4.129 6.799 -1.297
H 2.101 -0.193 -4.535
H 1.640 -1.656 0.518
H 1.119 -6.405 -2.643
H 3.549 0.246 -5.546
H -2.170 5.231 2.804
H 3.647 0.700 1.244
H -2.264 3.394 0.670
H -1.842 0.430 1.135
H -4.276 1.938 -3.923
H -3.039 -0.685 3.563
H -0.515 -5.248 -1.359
H -0.979 7.250 1.953
H -3.798 -0.229 5.760
H -3.709 -1.139 -0.837
H 0.814 -3.414 3.124
H -2.766 0.931 -3.772
H -3.622 -3.972 -0.400
H -4.211 -3.287 -2.610
H -2.353 -3.375 -4.281
H -4.064 0.810 -2.553
H -2.060 -3.611 0.525
H 2.254 -4.308 3.912
H -0.426 -1.688 1.985
H 4.853 4.216 -1.913
H -3.052 -4.963 0.993
H -1.005 -7.033 -1.241
```

Results
E_tot, eV: -128476.681
E_HOMO, eV: -7.1
Relative energy (zero: lowest compared OMol25 entry of this formula, charge and spin), eV: 0.000
SMILES string: C[N+](=O)[O-].C[N+](=O)[O-].C[N+](=O)[O-].C[N+](=O)[O-].O=S1(=O)OCCO1.O=S1(=O)OCCO1.O=S1(=O)OCCO1.O=S1(=O)OCCO1.c1cc[nH]c1.c1cc[nH]c1.c1cc[nH]c1
Lowest unoccupied orbital energy, hartree: -0.0234
Kohn-Sham gap, Ha: 0.2388

Results of the Löwdin charge analysis, in e, for atoms 1 through 6:
1 S 0.7620
2 S 0.7612
3 S 0.7558
4 S 0.7023
5 O -0.2414
6 O -0.2057

# 4
Computed, not measured: a structure of composition C23H20NO5S4Ti, with ωB97M-V/def2-TZVPD.

XYZ file:
```
54
Properties=species:S:1:pos:R:3
Ti 0.119 0.604 0.286
S -1.218 0.045 2.237
S 1.739 -1.058 1.353
S -2.083 -3.181 -1.074
S -2.422 0.265 -1.020
O 2.872 3.524 1.519
O 0.436 4.176 -1.762
O 2.272 1.227 -1.104
O 1.264 1.966 1.294
O -0.310 2.233 -0.843
N 0.265 -1.024 -1.303
C 1.728 2.136 -2.061
C 3.129 1.875 -0.160
C -0.007 -1.682 -3.581
C 1.089 -2.068 -1.136
C -3.738 -0.924 -1.136
C -6.038 -2.472 -1.214
C -0.292 -1.067 3.217
C 0.580 2.866 -1.461
C -4.797 -3.066 -1.166
C 0.973 -1.567 2.871
C -6.160 -1.083 -1.227
C 1.110 -2.878 4.887
C 0.973 -2.641 -3.448
C -1.509 0.054 -2.576
C -5.005 -0.329 -1.190
C 2.365 2.551 0.980
C 1.387 -2.476 0.274
C 1.668 -2.446 3.699
C -3.583 -2.332 -1.123
C 1.495 -2.870 -2.186
C -0.364 -0.916 -2.479
C -0.149 -2.404 5.246
C -0.830 -1.519 4.435
H -6.927 -3.094 -1.240
H 0.471 -2.940 0.654
H -5.064 0.753 -1.196
H -2.206 -0.270 -3.348
H 2.653 -2.783 3.397
H -1.808 -1.153 4.721
H 3.769 2.605 -0.659
H 3.750 1.089 0.273
H -0.266 4.518 -1.191
H -0.600 -2.730 6.176
H 1.647 -3.565 5.528
H -0.532 -1.546 -4.517
H 2.489 2.819 -2.442
H 1.368 1.496 -2.875
H 1.270 -3.251 -4.291
H 2.205 -3.192 0.321
H -7.130 -0.604 -1.264
H -4.707 -4.145 -1.153
H 2.180 -3.687 -2.003
H -1.157 1.054 -2.831
```

Results
E_tot, eV: -102363.859
E_HOMO (spin up / spin down), eV: -3.0 / -3.7
Relative energy (zero: lowest compared OMol25 entry of this formula, charge and spin), eV: 0.954
Spin multiplicity: 3
<S²>: 2.015
Lowest unoccupied orbital energy (spin up / spin down), hartree: 0.0846 / 0.0846
Net charge: -1
Kohn-Sham gap (spin up / spin down), Ha: 0.1943 / 0.2208

Results of the natural (NBO) charge analysis, in e, for atoms 1 through 6:
1 Ti 1.1292
2 S -0.2464
3 S 0.2871
4 S -0.4705
5 S 0.3078
6 O -0.6656